{"formula": "C54H50BrN4O5PPdS2", "method": "the ωB97M-V functional and the def2-TZVPD basis", "s2": 6.13, "spin_multiplicity": 5, "de_lowest_ev": 0.791, "homo_energy_ev": [-6.117, -7.819], "symbols": ["Pd", "O", "C", "C", "C", "C", "C", "C", "C", "C", "C", "O", "C", "C", "C", "C", "C", "C", "C", "C", "C", "C", "C", "C", "N", "C", "C", "C", "C", "C", "C", "C", "C", "C", "C", "C", "C", "H", "H", "H", "H", "H", "H", "H", "H", "H", "H", "H", "H", "H", "H", "H", "H", "H", "H", "H", "H", "H", "H", "H", "H", "H", "H", "H", "Br", "C", "C", "C", "C", "C", "C", "N", "N", "C", "C", "C", "C", "O", "C", "N", "C", "C", "C", "C", "H", "H", "H", "H", "H", "H", "H", "H", "H", "C", "C", "C", "O", "P", "S", "S", "O", "C", "C", "C", "H", "H", "H", "H", "H", "H", "H", "H", "H", "H", "H", "H", "H", "H"], "coordinates": [[0.8867, 0.1787, 0.8536], [0.9994, -1.4186, 1.9343], [1.8066, -2.4861, 1.4986], [1.2547, -3.0003, 0.1480], [1.6123, -2.1330, -1.0212], [1.8498, -2.7129, -2.2571], [2.2176, -1.9166, -3.3226], [2.4540, -0.5696, -3.0978], [2.2816, -0.0522, -1.8262], [2.9061, 1.2665, -1.4641], [2.0147, 2.3770, -0.9041], [1.1363, 1.9265, 0.0882], [1.1614, 2.9399, -2.0580], [1.3281, 4.2241, -2.5703], [0.4721, 4.7074, -3.5557], [-0.5570, 3.9139, -4.0421], [-0.7196, 2.6252, -3.5474], [0.1316, 2.1462, -2.5627], [2.8882, 3.4759, -0.2735], [2.2634, 4.3492, 0.6172], [2.9828, 5.3408, 1.2656], [4.3504, 5.4708, 1.0451], [4.9788, 4.6152, 0.1536], [4.2521, 3.6258, -0.5055], [1.7653, -0.8118, -0.8398], [3.3109, -2.1382, 1.3481], [3.8287, -0.8725, 1.5908], [5.1797, -0.6060, 1.3844], [6.0349, -1.6090, 0.9555], [5.5370, -2.8929, 0.7678], [4.1884, -3.1526, 0.9659], [1.7302, -3.5891, 2.5699], [2.2993, -3.3126, 3.8115], [2.2830, -4.2538, 4.8260], [1.6849, -5.4947, 4.6198], [1.0843, -5.7643, 3.4006], [1.1009, -4.8125, 2.3824], [1.6292, -4.0002, -0.0537], [0.1670, -3.0416, 0.2445], [1.7512, -3.7855, -2.3736], [2.3768, -2.3476, -4.3040], [2.8197, 0.0732, -3.8870], [3.6525, 1.0309, -0.7004], [3.4158, 1.6555, -2.3422], [2.1257, 4.8577, -2.2015], [0.6098, 5.7131, -3.9385], [-1.2296, 4.2935, -4.8025], [-1.5184, 1.9941, -3.9227], [-0.0126, 1.1475, -2.1675], [1.2010, 4.2346, 0.8076], [2.4703, 6.0111, 1.9480], [4.9207, 6.2337, 1.5613], [6.0422, 4.7087, -0.0364], [4.7745, 2.9823, -1.2020], [3.2026, -0.0955, 1.9841], [5.5615, 0.3929, 1.5703], [7.0848, -1.4003, 0.7896], [6.2007, -3.6954, 0.4684], [3.8127, -4.1645, 0.8386], [2.7521, -2.3416, 3.9796], [2.7479, -4.0286, 5.7795], [1.6780, -6.2395, 5.4060], [0.5978, -6.7190, 3.2318], [0.5927, -5.0425, 1.4522], [-8.2736, 2.3889, 4.7818], [-6.8172, 3.5295, 4.3781], [-7.0424, 4.6960, 3.6552], [-5.9750, 5.5076, 3.3258], [-4.6665, 5.1576, 3.6994], [-4.4694, 3.9901, 4.4637], [-5.5410, 3.1824, 4.8006], [-3.6408, 5.9611, 3.2632], [-2.4197, 5.6689, 3.5820], [-1.6546, 4.6975, 3.1147], [-0.4386, 4.4159, 3.7874], [0.2410, 3.2500, 3.5614], [-0.1984, 2.2704, 2.6476], [0.4653, 1.1450, 2.6116], [-1.3591, 2.5993, 1.8178], [-1.7448, 1.7350, 0.8572], [-2.7035, 2.0793, 0.0259], [-3.3434, 3.3193, 0.0642], [-3.0123, 4.1896, 1.0662], [-2.0246, 3.8352, 1.9946], [-8.0478, 4.9594, 3.3537], [-6.1224, 6.4136, 2.7484], [-3.4663, 3.7159, 4.7701], [-5.3907, 2.2813, 5.3843], [-0.1018, 5.1189, 4.5397], [1.1388, 3.0198, 4.1229], [-2.9913, 1.3384, -0.7114], [-4.0943, 3.5698, -0.6747], [-3.4880, 5.1582, 1.1264], [-1.7473, -3.3443, 3.7768], [-2.8523, -2.3538, 4.0484], [-2.2952, -1.0168, 4.5068], [-3.7061, -2.2838, 2.8558], [-3.7455, -1.2799, 1.6313], [-4.3433, 0.5204, 2.0906], [-2.0391, -1.3959, 0.5294], [-4.9184, -1.9192, 0.7714], [-5.2476, -3.3146, 0.4908], [-5.9882, -3.9242, 1.6685], [-4.0263, -4.1239, 0.0850], [-1.2313, -3.5882, 4.7097], [-1.0304, -2.9029, 3.0917], [-2.1379, -4.2708, 3.3444], [-3.5262, -2.7445, 4.8065], [-1.5523, -0.6420, 3.7992], [-1.7954, -1.1657, 5.4683], [-3.0788, -0.2716, 4.6291], [-5.9250, -3.2315, -0.3537], [-5.2971, -4.1666, 2.4741], [-6.5051, -4.8344, 1.3534], [-6.7253, -3.2144, 2.0447], [-3.3151, -4.1751, 0.9166], [-3.5293, -3.6581, -0.7693], [-4.3240, -5.1388, -0.1872]]}